Entry from the Open Molecules 2025 dataset: a single C6H10O molecule at a distorted geometry (ωB97M-V/def2-TZVPD).

```
17
Properties=species:S:1:pos:R:3:nbo_charge:R:1
H 0.97990 0.64809 2.31802 0.218
H 0.47484 0.55161 -2.78234 0.208
H -1.73058 -0.83791 0.20941 0.205
H 1.28719 -1.12465 0.58205 0.209
C 0.88112 0.63559 -0.52073 0.046
H 1.95546 0.77139 -0.58214 0.187
H -1.45332 -0.24838 -2.21340 0.235
H -0.71900 0.82230 1.86963 0.198
C 0.43926 -0.43513 0.50515 -0.242
C -0.69207 -0.73970 -1.60278 -0.233
C 0.12176 0.11671 1.89474 -0.598
C 0.29493 0.13316 -1.79969 -0.176
H -0.14731 -0.69446 2.58085 0.210
H -0.58156 1.89474 -0.13557 0.461
C -0.76087 -1.17916 -0.15753 -0.450
H -0.72936 -2.25730 0.07680 0.226
O 0.37960 1.94309 -0.24249 -0.704
```

Output
LUMO   0.9 eV
Calculated total energy   -8429.7942 eV
Energy above the lowest of the compared OMol25 structures with the same formula, charge and spin   139.5 kJ/mol
HOMO energy   -0.3382 hartree
2S+1   1
SMILES   C[C@H]1CC=C[C@H]1O
Maximum force   2.49 eV/A

---

Entry from the Open Molecules 2025 dataset: a single C2H3N3O molecule at a distorted geometry (ωB97M-V/def2-TZVPD).

```
9
Properties=species:S:1:pos:R:3:nbo_charge:R:1
N 0.93693 -1.21683 -0.09966 -0.144
H -2.28349 -0.87846 -0.20465 0.187
N -1.04458 0.73956 -0.11644 -0.290
O -0.36696 -1.44022 0.29386 -0.397
C -1.35111 -0.49981 -0.01679 0.341
C 1.17827 0.03186 -0.02860 0.193
H 0.51512 1.88804 0.04749 0.382
N 0.23365 0.92329 0.36116 -0.473
H 2.18217 0.45258 -0.23637 0.202
```

Output
LUMO   0.8 eV
Calculated total energy   -8636.9821 eV
Energy above the lowest of the compared OMol25 structures with the same formula, charge and spin   338.9 kJ/mol
HOMO energy   -0.3247 hartree
2S+1   1
SMILES   C1=NNC=NO1
Maximum force   4.29 eV/A

---

Entry from the Open Molecules 2025 dataset: a single C18H22N4O2S molecule at a distorted geometry (ωB97M-V/def2-TZVPD).

```
47
Properties=species:S:1:pos:R:3:nbo_charge:R:1
H -1.73311 1.52262 3.12094 0.213
C -1.60925 0.51893 3.52075 -0.615
C -0.45801 3.37237 -1.84102 -0.401
H -2.94372 0.53133 1.08341 0.214
H 0.95888 2.29259 -3.04276 0.207
C 3.79690 -0.59921 -0.40057 -0.409
O 4.04916 -3.16023 0.61011 -0.630
C -1.57011 -0.50869 2.39234 -0.053
H 3.51965 -0.63743 -1.45517 0.199
H 0.72468 -2.17487 -1.88815 0.214
C -0.11987 2.29051 -2.87263 -0.418
H -0.69084 0.48045 4.10225 0.218
C 0.19026 3.13946 -0.48063 -0.522
H 3.86599 0.43979 -0.08442 0.218
C -1.89554 0.61596 -2.25418 -0.166
H -1.65647 -2.66317 -1.47107 0.216
C -2.29058 -0.66020 -1.89844 -0.231
H -1.53981 3.44686 -1.71603 0.206
C -2.82656 -0.45233 1.53118 -0.615
H -0.10675 4.33193 -2.22862 0.214
H -2.63849 1.39275 -2.36583 0.201
C 1.62968 -0.65543 0.72020 0.375
H -3.33812 -0.87106 -1.73808 0.213
N -0.37407 -0.32512 1.58634 -0.328
C 0.64537 -1.25410 1.49345 -0.102
H -2.44424 0.30049 4.17998 0.219
S -0.88518 2.18453 0.65123 0.266
N 2.80281 -1.27032 0.40602 -0.421
C 0.79046 -2.57853 2.00828 0.654
C -0.55473 0.90687 -2.47526 -0.037
H -3.69513 -0.66221 2.14873 0.217
N 2.02112 -3.10902 1.61545 -0.636
H 1.11357 2.56847 -0.55213 0.267
H 0.37172 4.08579 0.02816 0.228
C -0.01402 -1.39182 -1.98682 -0.218
H 2.21228 -4.05197 1.93614 0.431
H 4.74656 -1.11190 -0.25935 0.246
H -1.47275 -1.51203 2.81967 0.253
C 3.03209 -2.55249 0.85511 0.790
H -0.60724 2.55810 -3.81490 0.219
C 0.04619 0.74363 0.87475 0.259
H -2.77158 -1.19514 0.74042 0.222
H 1.42033 0.09588 -2.53314 0.208
N 1.25308 0.58362 0.34871 -0.548
O 0.01807 -3.22478 2.68800 -0.619
C -1.34959 -1.66685 -1.75470 -0.224
C 0.37688 -0.11406 -2.34770 -0.196
```

Output
LUMO   0.5 eV
Calculated total energy   -39916.1093 eV
Energy above the lowest of the compared OMol25 structures with the same formula, charge and spin   0.0 kJ/mol
HOMO energy   -0.2913 hartree
2S+1   1
SMILES   CC(C)n1c(SCCCc2ccccc2)nc2c1c(=O)[nH]c(=O)n2C
Maximum force   1.45 eV/A

---

Entry from the Open Molecules 2025 dataset: an isolated ion of composition C3H7N2 and charge +1 at a distorted geometry (ωB97M-V/def2-TZVPD).

```
12
Properties=species:S:1:pos:R:3:nbo_charge:R:1
N -0.12756 -0.43834 -0.75697 -0.360
C 1.34775 -0.57214 -0.97042 -0.230
N -1.45218 0.87055 0.94666 -0.686
H -0.87590 0.34883 1.63106 0.455
H 0.85460 -0.23579 1.16999 0.178
H 1.89269 0.40416 -0.91208 0.224
H -2.36216 1.39416 1.21446 0.474
C -1.04971 0.91006 -0.30100 0.416
H -1.19893 1.58842 -1.17712 0.276
H 0.59983 -2.03899 0.70821 0.259
C 0.64540 -1.01722 0.32017 -0.277
H 1.72617 -1.21370 -1.87297 0.270
```

Output
LUMO   -5.5 eV
Total charge   +1
Calculated total energy   -6194.1391 eV
Energy above the lowest of the compared OMol25 structures with the same formula, charge and spin   325.4 kJ/mol
HOMO energy   -0.5487 hartree
2S+1   1
SMILES   [NH2+]=CN1CC1
Maximum force   5.90 eV/A

---

Entry from the Open Molecules 2025 dataset: a 7-piece molecular cluster, C4H20N2O8 overall at a distorted geometry (ωB97M-V/def2-TZVPD).

```
34
Properties=species:S:1:pos:R:3:nbo_charge:R:1
O -3.42022 -0.39667 -1.18347 -0.982
H -2.72230 2.15952 -2.84732 0.479
C 0.49607 -3.47310 0.10512 0.682
H -3.99942 -0.92441 -1.73288 0.480
C 0.62293 -0.10979 -0.32883 0.665
H 1.07612 -2.80443 -1.67857 0.403
H -0.51235 -1.02345 -1.96895 0.226
O -1.96527 2.31826 -3.42812 -0.939
H 2.54610 3.18893 0.57065 0.507
H 1.43192 2.49655 -0.30046 0.474
H 2.23257 -0.65864 -1.34927 0.389
O 1.31027 3.59642 2.03397 -0.952
H 0.63282 4.25027 1.82514 0.477
H -3.71191 -0.25702 -0.27863 0.503
H -0.00576 -2.38056 1.85319 0.241
C -0.19046 -1.25848 -0.96084 -0.318
H -1.51750 1.46437 -3.43681 0.462
O 2.34953 2.78839 -0.29060 -0.972
O 1.24502 -4.42278 0.00438 -0.596
H 2.03848 -0.03662 2.28661 0.477
H -1.40986 -2.86822 1.02848 0.229
H -1.02725 -1.29406 -0.27440 0.238
O 0.14656 0.54751 0.60531 -0.712
H 2.49329 0.84562 -0.53389 0.456
H -1.80000 1.04119 0.04737 0.503
C -0.40080 -3.21062 1.25716 -0.730
H 0.81502 2.77212 2.13525 0.485
O -2.58159 1.49570 0.38889 -0.991
H 3.34905 0.34121 3.04768 0.473
N 0.53843 -2.50195 -0.87882 -0.635
H -0.50319 -4.05691 1.91293 0.248
O 3.00358 0.02966 2.20372 -0.949
N 1.86794 0.07371 -0.76629 -0.799
H -2.42785 2.26827 0.93231 0.480
```

Output
LUMO   0.2 eV
Calculated total energy   -23833.5730 eV
Energy above the lowest of the compared OMol25 structures with the same formula, charge and spin   25.8 kJ/mol
HOMO energy   -0.3586 hartree
2S+1   1
SMILES   CC(=O)NCC(N)=O.O.O.O.O.O.O
Maximum force   1.58 eV/A

---

Entry from the Open Molecules 2025 dataset: a 2-piece molecular cluster, C7H8O2 overall at a distorted geometry (ωB97M-V/def2-TZVPD).

```
17
Properties=species:S:1:pos:R:3:nbo_charge:R:1
H -3.75435 -1.02473 0.86073 0.223
C 1.93638 0.58793 0.85005 -0.197
H 0.35389 -1.85882 -0.35387 0.227
O -1.75153 1.20477 -0.18717 -0.591
C -2.00032 0.12949 0.27562 0.811
C 0.04304 -0.87220 -0.31808 -0.154
C 0.98996 -0.02355 0.40194 -0.057
C -3.32245 -0.08069 1.10518 -0.699
H -3.08323 -0.14037 2.13726 0.229
O -1.27220 -0.96514 0.31523 -0.491
H -0.03602 -0.28779 -1.34727 0.224
C 2.84294 0.42724 -1.80092 -0.210
H 1.94797 0.74394 -2.15712 0.213
C 3.80223 0.11815 -1.15810 -0.237
H -3.93222 0.72628 0.98587 0.223
H 2.43463 1.47004 1.25414 0.247
H 4.80128 -0.15455 -0.86349 0.239
```

Output
LUMO   0.8 eV
Calculated total energy   -11478.3696 eV
Energy above the lowest of the compared OMol25 structures with the same formula, charge and spin   500.8 kJ/mol
HOMO energy   -0.3471 hartree
2S+1   1
SMILES   C#CCOC(C)=O.C#C
Maximum force   3.95 eV/A

---

Question: What is the formula in the first record?
Answer: C6H10O